1.
17
Properties=species:S:1:pos:R:3:forces:R:3 method="wB97M-V/def2-TZVPD" e_tot_ha=-346.82538
C 2.40459 -0.33415 0.76606 0.16 -0.04 0.02
O 1.01698 -0.12570 0.59351 -0.20 0.11 0.02
C 0.60120 -0.32232 -0.77469 -0.09 0.17 -0.32
C -0.87119 -0.16913 -1.09636 -0.03 0.70 -0.01
C -1.92115 -0.64435 -0.15164 -0.24 0.14 0.27
C -1.77957 0.84312 -0.02868 -0.62 -0.15 0.49
O -1.16309 1.46769 1.02549 0.16 0.08 0.19
H 2.68919 -1.36310 0.49803 -0.11 0.14 0.03
H 2.64232 -0.16687 1.81966 -0.09 -0.02 -0.17
H 3.00672 0.35484 0.15301 -0.19 -0.07 0.07
H 1.20209 0.34076 -1.41063 -0.09 0.05 0.07
H 0.88987 -1.35370 -1.05771 -0.33 0.28 0.01
H -1.29819 1.06167 -1.22987 1.19 -1.39 -0.74
H -2.83475 -1.04321 -0.60079 0.13 0.14 0.19
H -1.69137 -1.11464 0.80429 0.40 -0.06 -0.30
H -2.66099 1.39408 -0.36777 0.21 0.11 0.03
H -0.23266 1.17499 1.05807 -0.23 -0.19 0.15

---

2.
17
Properties=species:S:1:pos:R:3:forces:R:3 method="wB97M-V/def2-TZVPD" e_tot_ha=-346.96854
C -0.58856 0.73363 -2.17073 -0.27 0.13 0.16
C -0.02786 0.77268 -0.75603 -0.42 0.25 0.20
C -1.14471 0.74996 0.38447 0.02 0.26 -0.20
O -0.77519 -0.34896 1.18700 0.06 0.02 0.15
C 0.60708 -0.42811 0.96688 0.33 -0.16 0.26
C 1.17628 -1.68720 1.53532 0.04 -0.09 0.00
O 0.75315 -0.36287 -0.43066 0.03 0.03 0.06
H -0.18249 1.50865 -2.82958 0.03 -0.20 0.20
H -1.64557 0.93576 -2.01277 -0.21 -0.01 -0.68
H -0.48257 -0.24101 -2.65886 0.05 0.14 0.29
H 0.60766 1.66140 -0.61073 -0.25 -0.06 -0.01
H -2.18512 0.59058 0.07172 0.39 0.05 -0.30
H -1.11162 1.67528 0.97993 0.06 -0.07 -0.16
H 1.06927 0.48039 1.40392 0.10 -0.18 0.03
H 0.71641 -2.54067 1.03318 0.08 0.02 0.08
H 2.25748 -1.70061 1.38061 -0.12 -0.08 0.04
H 0.95745 -1.72686 2.60563 0.08 -0.05 -0.15

---

Record-wise LUMO level values, in eV: 0.9, 1.2
Record-wise relative energy (zero: lowest compared OMol25 entry of this formula, charge and spin) values, in kJ/mol: 525.2, 149.4
Record-wise frontier orbital gap values, in eV: 8.86, 11.32